(1)
{
  "formula": "C21H30N5O",
  "method": "the ωB97M-V functional and the def2-TZVPD basis",
  "elements": ["C", "O", "C", "C", "C", "C", "C", "N", "C", "C", "C", "C", "H", "H", "H", "H", "H", "H", "H", "H", "H", "H", "H", "H", "H", "H", "C", "N", "C", "C", "N", "C", "C", "N", "C", "C", "C", "N", "C", "C", "C", "H", "H", "H", "H", "H", "H", "H", "H", "H", "H", "H", "H", "H", "H", "H", "H"],
  "positions_angstrom": [[-5.925646, 2.358023, 3.612070], [-4.499482, 2.444590, 3.804134], [-3.628322, 1.949659, 2.890877], [-2.280146, 1.892803, 3.315281], [-1.286756, 1.667969, 2.382352], [-1.590895, 1.564297, 1.007863], [-0.460854, 1.696168, -0.012898], [-0.813242, 2.206893, -1.328559], [0.301201, 2.387246, -2.261629], [-1.801188, 3.256404, -1.417056], [-2.927868, 1.395692, 0.641605], [-3.959229, 1.567369, 1.570176], [-6.327502, 2.568149, 4.607710], [-6.280491, 3.121362, 2.902591], [-6.240691, 1.356321, 3.280417], [-2.058914, 2.108597, 4.358059], [-0.247381, 1.629043, 2.715925], [0.214507, 2.443898, 0.424693], [-0.091722, 2.893444, -3.150091], [1.125889, 3.018141, -1.877143], [0.705703, 1.418016, -2.571864], [-1.608928, 3.860953, -2.306956], [-2.786861, 2.797789, -1.537137], [-1.829548, 3.930735, -0.545298], [-3.191359, 1.182455, -0.397195], [-5.001851, 1.506830, 1.253013], [4.527361, 0.898735, -0.205060], [3.870496, -0.361914, -0.456037], [4.662771, -1.510898, -0.140623], [4.133540, -2.786902, -0.750964], [2.696049, -2.825836, -0.854193], [2.163147, -4.138917, -1.081539], [0.718437, -4.141642, -1.531979], [-0.058724, -3.059001, -0.968930], [-1.485093, -3.260990, -1.030719], [0.483746, -1.825326, -0.740290], [-0.280832, -0.672316, -0.510580], [0.323087, 0.504227, -0.165846], [1.682977, 0.626998, -0.193842], [2.504253, -0.460252, -0.462071], [1.910401, -1.731257, -0.707610], [4.107463, 1.692136, -0.828274], [4.470013, 1.207261, 0.847398], [5.582443, 0.772978, -0.461614], [5.672617, -1.315352, -0.506281], [4.716333, -1.661635, 0.949049], [4.576631, -2.959127, -1.744665], [4.454300, -3.634461, -0.136069], [2.754001, -4.634378, -1.856031], [2.284548, -4.763461, -0.184000], [0.703751, -4.085137, -2.636620], [0.220417, -5.073502, -1.227619], [-1.994259, -2.792451, -0.182384], [-1.937605, -2.888734, -1.960685], [-1.664711, -4.338608, -0.988614], [-1.359508, -0.642118, -0.643410], [2.053525, 1.639032, -0.000838]],
  "forces_ev_per_a": [[0.364, 0.041, 0.005], [-0.173, -0.540, -0.141], [0.000, 0.043, -0.471], [-0.558, 0.015, -0.351], [0.029, 0.355, -0.387], [-0.297, -0.485, -0.118], [-0.625, 1.990, 0.157], [0.009, -0.819, -0.579], [-0.124, -0.047, 0.130], [-0.608, 0.312, 0.212], [0.035, 0.076, 0.118], [0.133, 0.339, 0.662], [-0.064, -0.087, -0.338], [0.186, -0.246, 0.143], [0.181, 0.288, 0.128], [-0.006, -0.144, -0.215], [-0.212, 0.203, -0.141], [0.299, -0.183, 0.328], [0.173, -0.297, 0.174], [-0.149, -0.122, 0.082], [0.048, 0.180, 0.020], [-0.052, -0.071, 0.229], [-0.020, 0.451, 0.050], [0.061, -0.148, -0.174], [0.104, 0.102, 0.353], [0.357, 0.031, 0.098], [0.023, 0.157, 0.042], [0.172, 0.426, -0.713], [0.093, -0.362, 0.670], [0.531, -0.236, -0.633], [-0.511, 0.602, -0.008], [-0.162, -0.882, 0.316], [-0.093, 0.269, -0.643], [-0.321, -0.287, 0.416], [-0.356, 0.041, -0.015], [0.242, 0.560, -0.011], [0.706, -0.079, -0.091], [1.325, -1.838, -0.911], [-0.530, -0.121, 0.281], [-0.512, 0.026, 0.282], [0.010, 0.257, 0.403], [0.068, -0.084, 0.018], [-0.041, 0.001, -0.014], [-0.174, 0.189, 0.011], [-0.044, -0.225, 0.106], [0.101, 0.144, -0.018], [-0.178, 0.138, 0.117], [-0.042, 0.066, 0.018], [0.080, 0.076, -0.040], [-0.039, 0.269, 0.023], [-0.123, -0.092, 0.239], [0.387, 0.199, -0.200], [0.105, -0.043, -0.072], [0.082, 0.042, 0.064], [-0.122, 0.229, 0.066], [0.313, -0.020, 0.285], [-0.082, -0.660, 0.034]],
  "e_tot_ha": -1166.9802,
  "de_lowest_ev": 0.000,
  "gap_ev": 7.99,
  "smiles": "COc1ccc([C@H](N(C)C)[n+]2cc3c4c(c2)N(C)CCN4CCN3C)cc1",
  "max_force_ev_per_a": 2.44,
  "total_charge": 1
}

---

(2)
{
  "formula": "C28H43B2F4N2O7P2Pd",
  "method": "the ωB97M-V functional and the def2-TZVPD basis",
  "elements": ["Pd", "C", "C", "O", "P", "O", "O", "O", "P", "O", "O", "O", "H", "H", "H", "H", "H", "H", "H", "C", "C", "C", "C", "C", "C", "C", "C", "C", "C", "C", "C", "N", "B", "N", "C", "C", "C", "C", "C", "C", "C", "C", "C", "C", "C", "C", "C", "C", "H", "H", "H", "H", "H", "H", "H", "H", "H", "H", "H", "H", "H", "H", "H", "H", "H", "H", "H", "H", "H", "H", "H", "H", "H", "H", "H", "H", "H", "H", "H", "H", "H", "H", "H", "H", "F", "B", "F", "F", "F"],
  "positions_angstrom": [[0.302780, 1.618796, 0.689952], [4.804889, -0.084386, 3.335312], [3.575546, 0.699188, 2.895341], [3.797077, 2.071678, 3.247970], [2.074679, 0.158869, 3.791937], [2.421954, 0.285776, 5.346590], [1.985621, -1.428023, 3.636876], [0.869806, 0.915735, 3.430585], [3.351483, 0.643339, 1.054845], [2.485731, -0.723834, 0.854231], [4.644084, 0.496150, 0.353056], [2.421378, 1.810992, 0.785131], [5.073041, 0.203727, 4.355536], [5.636855, 0.158003, 2.675852], [4.630256, -1.160920, 3.296500], [3.173633, 2.598604, 2.723706], [3.173776, -0.257582, 5.613426], [1.578272, -1.688629, 2.793088], [2.979575, -1.300456, 0.256910], [2.863531, -3.844436, 0.519902], [1.472635, -3.517896, -0.046791], [0.967107, -4.745781, -0.812395], [0.488558, -3.100375, 1.032307], [0.386741, -3.893825, 2.171463], [-0.530582, -3.603911, 3.167474], [-1.367662, -2.514950, 3.022176], [-1.308011, -1.689957, 1.900574], [-2.326184, -0.571767, 1.776798], [-2.294674, 0.375235, 2.975926], [-3.731070, -1.149307, 1.577236], [-0.356858, -1.981128, 0.909924], [-0.321233, -1.208925, -0.290637], [-0.175905, 0.208335, -0.539417], [-0.530468, 0.396901, -1.919498], [-0.859530, -0.858829, -2.443205], [-0.754840, -1.796655, -1.492945], [-0.843601, 1.556750, -2.706426], [0.169605, 2.283854, -3.338448], [-0.215232, 3.338129, -4.169094], [-1.541306, 3.652053, -4.383838], [-2.528895, 2.911682, -3.756955], [-2.203939, 1.864223, -2.906567], [-3.333107, 1.074153, -2.261566], [-4.384818, 1.974928, -1.610667], [-4.013656, 0.161752, -3.287606], [1.674609, 2.084767, -3.196275], [2.197337, 0.700689, -2.813491], [2.246548, 3.152020, -2.256919], [3.608345, -3.855538, -0.279890], [2.872791, -4.836029, 0.978516], [3.187676, -3.132467, 1.280292], [1.559169, -2.692344, -0.755477], [0.883544, -5.599719, -0.134934], [1.666501, -5.013826, -1.607992], [-0.011807, -4.584737, -1.262500], [1.038524, -4.753586, 2.277480], [-0.593210, -4.227567, 4.050847], [-2.095514, -2.295287, 3.794292], [-2.094464, 0.007071, 0.885423], [-2.498128, -0.168107, 3.903812], [-3.053765, 1.151011, 2.862305], [-1.325991, 0.858075, 3.088885], [-4.079426, -1.660116, 2.480092], [-3.759562, -1.865005, 0.751578], [-4.434932, -0.342844, 1.357729], [-1.149520, -0.971461, -3.475046], [-0.966653, -2.849963, -1.559481], [0.561391, 3.914732, -4.661390], [-1.806425, 4.473707, -5.038638], [-3.570963, 3.161575, -3.918188], [-2.904067, 0.440832, -1.484978], [-4.947439, 2.532457, -2.364843], [-3.943186, 2.690822, -0.924165], [-5.102695, 1.362623, -1.058170], [-4.458717, 0.755123, -4.091682], [-4.812575, -0.415810, -2.814569], [-3.310415, -0.539327, -3.738827], [2.070688, 2.292293, -4.196605], [2.074471, 0.499745, -1.750317], [3.269345, 0.665243, -3.020823], [1.710320, -0.101978, -3.371432], [1.855752, 3.032283, -1.249658], [1.993581, 4.156438, -2.600681], [3.333785, 3.062487, -2.191626], [-0.469965, 4.069453, 1.328623], [-1.726956, 3.786517, 0.784636], [-1.917363, 4.401141, -0.436471], [-2.755775, 4.019061, 1.675851], [-1.721866, 2.298237, 0.530133]],
  "forces_ev_per_a": [[-0.098, 0.812, 0.297], [0.014, 0.015, 0.013], [0.106, 0.077, 0.042], [-0.066, -0.095, -0.047], [-0.093, 0.051, -0.084], [0.078, -0.030, 0.039], [0.002, 0.015, 0.007], [0.126, -0.010, 0.046], [0.149, -0.120, 0.133], [0.057, 0.006, -0.017], [-0.046, 0.102, -0.017], [-0.278, -0.384, -0.225], [-0.004, -0.020, -0.003], [-0.001, 0.014, 0.012], [-0.017, 0.028, -0.035], [0.003, -0.026, 0.012], [-0.063, 0.029, -0.027], [0.012, -0.009, -0.028], [-0.001, 0.043, 0.033], [0.028, 0.002, -0.005], [0.037, 0.042, 0.008], [-0.008, -0.043, -0.006], [-0.031, -0.103, 0.070], [0.000, -0.014, -0.012], [-0.010, -0.016, -0.013], [0.011, 0.035, 0.034], [0.022, 0.008, 0.067], [0.022, -0.016, -0.020], [-0.058, 0.021, 0.036], [-0.042, -0.032, -0.006], [-0.018, -0.002, -0.194], [-0.230, -0.081, -0.081], [0.259, -0.139, -0.140], [-0.264, -0.142, -0.068], [-0.023, 0.098, -0.018], [0.047, -0.027, 0.101], [0.084, -0.187, 0.044], [-0.049, 0.059, 0.028], [0.047, -0.002, 0.008], [-0.007, 0.013, -0.020], [0.010, 0.032, 0.057], [0.021, 0.017, -0.035], [0.051, -0.011, -0.007], [-0.044, -0.016, -0.029], [-0.010, -0.033, -0.048], [-0.009, -0.007, -0.018], [0.048, -0.044, -0.003], [0.062, 0.022, -0.023], [-0.028, -0.015, 0.001], [-0.001, 0.026, 0.014], [-0.026, 0.004, -0.016], [0.025, 0.015, 0.014], [-0.006, 0.011, -0.011], [-0.007, 0.006, 0.010], [0.038, -0.016, 0.019], [-0.011, 0.017, 0.005], [0.010, 0.011, -0.010], [0.023, -0.004, -0.021], [0.001, 0.054, 0.001], [-0.044, 0.037, -0.018], [0.005, -0.007, -0.036], [-0.003, -0.043, -0.032], [0.028, -0.008, -0.024], [0.015, 0.025, 0.002], [0.022, -0.015, 0.013], [0.023, -0.004, 0.022], [0.001, 0.066, -0.007], [-0.019, -0.008, 0.008], [-0.002, -0.012, 0.012], [0.033, 0.000, -0.002], [0.024, 0.022, 0.075], [0.009, -0.020, 0.026], [0.113, 0.048, 0.072], [0.022, 0.008, -0.014], [0.014, 0.002, 0.025], [0.024, 0.012, 0.000], [-0.039, 0.021, 0.008], [-0.003, 0.006, -0.019], [0.003, 0.013, 0.003], [-0.007, 0.002, 0.004], [0.009, 0.037, -0.009], [-0.050, -0.029, 0.077], [0.007, -0.007, -0.015], [-0.019, -0.002, -0.021], [-0.048, -0.079, 0.000], [-0.171, -0.150, -0.047], [0.001, -0.060, 0.119], [0.098, 0.012, -0.096], [0.113, 0.094, 0.009]],
  "e_tot_ha": -2989.3587,
  "de_lowest_ev": 0.094,
  "gap_ev": 7.95,
  "max_force_ev_per_a": 0.87,
  "total_charge": -1
}

---

(3)
{
  "formula": "C3H4N3S2",
  "method": "the ωB97M-V functional and the def2-TZVPD basis",
  "elements": ["C", "C", "C", "N", "N", "N", "S", "S", "H", "H", "H", "H"],
  "positions_angstrom": [[0.555693, -0.704994, -1.028506], [0.346678, -0.584108, 0.274007], [-0.347631, 0.616175, 0.788692], [-0.745613, 1.353894, -0.327852], [-0.108524, 1.162152, -1.569705], [0.545977, -1.637079, 1.243523], [-1.059108, 1.158189, -2.883386], [-0.589735, 1.023868, 2.371184], [0.830173, -1.129513, -1.929764], [-1.287993, 2.199662, -0.294848], [0.389341, -1.277309, 2.159583], [1.470741, -2.180936, 1.197071]],
  "forces_ev_per_a": [[-1.844, 5.104, 1.108], [0.468, -2.383, 0.396], [-0.764, 1.435, -3.699], [1.280, -1.368, 1.676], [2.301, -3.344, 2.946], [1.798, -0.777, -1.101], [-1.594, 0.268, -1.914], [-0.128, 0.163, 0.613], [0.628, -0.979, -1.052], [-0.126, 0.099, 0.356], [-0.009, 0.293, 0.808], [-2.010, 1.489, -0.135]],
  "e_tot_ha": -1077.2698,
  "de_lowest_ev": 0.000,
  "gap_ev": 5.93,
  "max_force_ev_per_a": 5.54,
  "total_charge": -1
}

---

(4)
{
  "formula": "C5H14N2O",
  "method": "the ωB97M-V functional and the def2-TZVPD basis",
  "elements": ["C", "O", "C", "C", "C", "C", "N", "N", "H", "H", "H", "H", "H", "H", "H", "H", "H", "H", "H", "H", "H", "H"],
  "positions_angstrom": [[-1.693207, 0.208144, 1.829800], [-1.648822, -1.132715, 2.242518], [-0.605920, 0.625952, 0.709236], [0.326179, -0.626033, 0.541588], [1.343637, -0.798905, -0.553179], [1.955747, 0.490466, -1.267050], [1.840460, 0.487337, -2.751968], [-1.386218, 0.882624, -0.490196], [-2.742620, 0.394706, 1.575513], [-1.627816, 0.513893, 2.854848], [-1.893916, -1.689640, 1.481039], [0.087670, 1.446660, 0.833754], [0.769274, -0.603756, 1.616966], [-0.213339, -1.597656, 0.627142], [2.097587, -1.419002, -0.285417], [0.823124, -1.435140, -1.489359], [3.091071, 0.500947, -1.052964], [1.545974, 1.412204, -0.917120], [2.083944, -0.417979, -3.071372], [0.866785, 0.731659, -2.993080], [-1.114501, 0.437231, -1.375677], [-1.720971, 1.800127, -0.611636]],
  "forces_ev_per_a": [[0.245, 0.216, 1.060], [-0.210, -2.215, -1.238], [-0.970, -2.165, -1.136], [-0.215, -0.390, 3.266], [-3.130, 1.771, -4.502], [1.892, -1.647, -0.316], [-0.825, 1.457, 1.353], [0.099, -1.586, -1.117], [0.454, 0.592, -0.860], [0.789, 2.152, 0.263], [0.047, 0.107, 0.572], [-0.215, 0.448, 1.083], [0.072, -0.193, -1.807], [0.101, 0.910, -0.402], [2.329, -1.864, 1.191], [1.050, 1.644, 2.308], [-1.723, 0.140, -0.130], [-0.324, 0.524, 0.397], [-0.063, -0.864, -0.624], [0.794, -0.546, -0.084], [0.048, 0.486, 0.902], [-0.243, 1.026, -0.179]],
  "e_tot_ha": -383.5649,
  "de_lowest_ev": 3.696,
  "gap_ev": 9.98,
  "smiles": "NCCC[C@@H](N)CO",
  "max_force_ev_per_a": 5.76
}